1.
43
Properties=species:S:1:pos:R:3 method="wB97M-V/def2-TZVPD" homo_ev=-3.2 de_lowest_kcal_mol=0.0 e_lumo_ev=2.4 charge=-1 spin_multiplicity=1 total_energy_ha=-1178.1033
C 1.110 2.516 4.928
O 0.672 1.688 3.817
C 1.656 1.420 2.932
N 1.018 0.745 1.832
N 1.882 0.405 0.928
C 1.548 -0.441 0.003
C 2.755 -0.773 -0.839
C 0.176 -0.923 -0.266
C 0.068 -2.426 -0.678
O 0.792 -2.916 -1.582
N -0.843 -3.264 -0.169
C -1.330 -4.386 -0.927
C -1.553 -3.050 1.087
O 2.828 1.713 3.087
H 0.214 2.721 5.523
H 1.861 1.982 5.528
H 1.559 3.453 4.579
H 2.562 -1.620 -1.499
H 3.044 0.106 -1.388
H 3.635 -1.020 -0.225
H -0.489 -0.628 0.546
H -0.732 -4.475 -1.821
H -1.248 -5.290 -0.311
H -2.399 -4.237 -1.168
H -0.884 -2.673 1.891
H -2.397 -2.325 1.012
H -1.978 -4.011 1.431
C -0.505 -0.292 -1.486
N -1.926 -0.821 -1.528
O -2.303 -1.675 -2.389
O -2.752 -0.360 -0.688
C -0.576 1.209 -1.727
C -1.348 1.979 -0.878
C -1.301 3.397 -0.878
C -0.516 4.030 -1.813
C 0.213 3.317 -2.781
C 0.141 1.937 -2.741
H 0.137 -0.750 -2.228
H -1.962 1.468 -0.181
H -1.892 3.939 -0.144
H -0.449 5.119 -1.802
H 0.831 3.858 -3.497
H 0.679 1.355 -3.492



2.
157
Properties=species:S:1:pos:R:3 method="wB97M-V/def2-TZVPD" homo_ev=-10.6 e_lumo_ev=-3.4 charge=+1 spin_multiplicity=1 total_energy_ha=-11688.3389
C 6.671 0.262 3.842
C 6.649 0.843 2.437
O 6.416 -0.123 1.431
C 5.099 -0.642 1.387
C 4.499 -0.385 0.002
O 3.094 -0.138 0.035
C 2.364 -1.255 0.493
C 0.910 -1.023 0.151
O 0.527 0.202 0.773
C -0.828 0.460 0.737
C -1.000 1.747 1.556
C -0.195 2.822 0.729
C 1.342 2.996 0.808
C 1.811 4.355 1.385
C 2.586 4.328 2.717
N 3.900 4.990 2.551
C 3.765 6.455 2.587
C 4.806 4.543 3.582
C 4.375 4.644 5.026
O 5.853 4.070 3.287
C -0.640 1.739 3.097
Cl 1.067 1.449 3.512
C -1.435 0.832 4.101
Br -2.283 1.683 5.591
C -1.465 -0.501 4.197
C -2.220 -1.295 5.231
Br -0.438 -1.590 3.067
C -0.999 3.214 3.337
C -2.382 3.360 2.704
Cl -2.721 5.003 2.173
N -2.494 2.256 1.584
C -2.939 2.816 0.243
C -4.410 3.289 0.235
C -5.341 2.712 -0.738
O -4.692 4.127 -0.821
N -3.449 1.216 1.938
C -4.659 1.427 2.647
O -5.683 1.117 2.219
F -4.460 1.896 3.863
C -3.582 0.071 1.060
O -3.737 0.069 -0.083
F -3.584 -1.014 1.820
H 5.672 -0.070 4.151
H 6.991 1.018 4.563
H 7.327 -0.610 3.886
H 5.908 1.656 2.372
H 7.613 1.304 2.209
H 4.458 -0.154 2.136
H 5.135 -1.716 1.609
H 4.969 0.515 -0.401
H 4.710 -1.212 -0.681
H 2.460 -1.338 1.587
H 2.706 -2.189 0.030
H 0.816 -0.961 -0.941
H 0.306 -1.848 0.547
H -1.419 -0.377 1.130
H -1.182 0.621 -0.296
H -0.599 3.816 0.916
H -0.443 2.614 -0.312
H 1.668 2.989 -0.236
H 1.892 2.162 1.236
H 2.474 4.831 0.658
H 0.951 5.030 1.482
H 2.006 4.858 3.490
H 2.774 3.303 3.038
H 4.570 6.913 2.005
H 3.814 6.870 3.601
H 2.817 6.746 2.133
H 5.254 4.784 5.653
H 3.897 3.701 5.314
H 3.652 5.440 5.207
H -1.849 -1.078 6.237
H -3.283 -1.027 5.202
H -2.144 -2.358 5.021
H -0.266 3.890 2.905
H -1.058 3.488 4.385
H -3.106 3.193 3.490
H -2.374 3.704 -0.001
H -2.783 2.085 -0.541
H -4.851 3.552 1.210
H -6.396 2.919 -0.604
H -5.004 2.265 -1.665
O 0.753 -2.612 -2.981
S 1.234 -3.618 -3.887
O 2.580 -3.524 -4.360
O 0.231 -3.739 -5.098
C -0.070 -2.545 -5.873
C 1.069 -2.091 -6.754
C 0.966 -5.212 -3.199
H -0.393 -1.759 -5.187
H -0.927 -2.837 -6.475
H 1.930 -1.768 -6.171
H 0.734 -1.257 -7.370
H 1.390 -2.899 -7.411
H -0.058 -5.287 -2.848
H 1.659 -5.307 -2.366
H 1.182 -5.956 -3.961
O -0.724 -2.137 -9.803
S -1.131 -1.439 -10.988
O -0.234 -0.493 -11.574
O -2.535 -0.757 -10.714
C -2.646 0.134 -9.579
C -1.942 1.459 -9.777
C -1.666 -2.577 -12.212
H -2.285 -0.388 -8.691
H -3.718 0.278 -9.468
H -0.865 1.335 -9.863
H -2.148 2.103 -8.922
H -2.296 1.950 -10.683
H -2.363 -3.281 -11.766
H -0.773 -3.089 -12.563
H -2.127 -2.022 -13.024
O 6.009 -2.936 -1.242
S 7.140 -3.748 -1.589
O 8.263 -3.132 -2.221
O 6.626 -4.971 -2.449
C 5.842 -4.684 -3.640
C 6.659 -4.112 -4.777
C 7.685 -4.657 -0.189
H 5.014 -4.029 -3.365
H 5.425 -5.651 -3.911
H 7.061 -3.131 -4.532
H 6.020 -4.013 -5.655
H 7.496 -4.767 -5.018
H 6.831 -5.139 0.280
H 8.139 -3.933 0.484
H 8.422 -5.386 -0.514
O -6.535 4.995 7.593
S -7.800 4.328 7.676
O -7.978 3.291 8.644
O -8.160 3.776 6.227
C -7.179 2.926 5.597
C -7.095 1.539 6.203
C -9.107 5.491 7.811
H -6.212 3.435 5.622
H -7.501 2.867 4.558
H -6.749 1.571 7.233
H -6.397 0.934 5.623
H -8.072 1.058 6.193
H -8.978 6.262 7.056
H -9.033 5.915 8.810
H -10.052 4.969 7.690
O 0.001 -4.866 -0.453
S -1.305 -4.499 0.010
O -1.487 -4.232 1.406
O -2.353 -5.569 -0.479
C -2.120 -6.967 -0.142
C -2.354 -7.284 1.317
C -1.915 -3.153 -0.945
H -1.113 -7.236 -0.462
H -2.826 -7.501 -0.774
H -1.638 -6.778 1.961
H -2.249 -8.359 1.466
H -3.356 -6.981 1.622
H -1.782 -3.381 -1.999
H -1.325 -2.281 -0.670
H -2.965 -2.998 -0.703



3.
44
Properties=species:S:1:pos:R:3 method="wB97M-V/def2-TZVPD" homo_ev="-9.5 / -9.5" de_lowest_kcal_mol=0.0 e_lumo_ev="-0.1 / 0.0" s_squared=8.757 spin_multiplicity=6 total_energy_ha=-5331.9225
Sm 0.725 -0.661 0.974
O 1.088 -4.375 -0.289
C 0.719 -3.238 -0.836
O -0.086 -2.480 -0.297
C 1.199 -3.082 -2.259
O 1.355 -1.748 -2.668
C 2.557 -1.071 -2.288
C 2.583 -0.879 -0.792
O 2.576 0.254 -0.256
O 2.436 -1.926 -0.091
H 0.753 -4.377 0.630
H 2.110 -3.668 -2.384
H 0.412 -3.514 -2.881
H 3.444 -1.630 -2.602
H 2.528 -0.111 -2.791
Br 2.522 4.631 -3.699
C 1.327 4.340 -2.268
C 0.552 5.389 -1.797
N -0.314 5.253 -0.789
C -0.407 4.051 -0.221
C 0.326 2.955 -0.643
C 1.215 3.094 -1.693
C 0.159 1.632 0.014
O 0.357 1.526 1.272
O -0.134 0.623 -0.688
H 0.630 6.368 -2.252
H -1.102 3.954 0.606
H 1.806 2.253 -2.030
Cl -5.125 -2.077 -0.345
C -4.077 -1.200 0.726
C -4.594 -0.377 1.705
C -3.705 0.299 2.524
C -2.350 0.117 2.335
N -1.856 -0.687 1.387
C -2.710 -1.331 0.589
H -5.665 -0.268 1.816
H -4.055 0.962 3.303
H -1.626 0.629 2.951
H -2.291 -1.960 -0.181
F 2.389 -0.868 2.592
B 1.373 -1.561 3.326
F 1.778 -2.077 4.499
F 0.308 -0.611 3.402
F 0.867 -2.553 2.389



4.
14
Properties=species:S:1:pos:R:3 method="wB97M-V/def2-TZVPD" smiles="[H]/N=C(/C)CC" homo_ev=-9.1 de_lowest_kcal_mol=37.2 e_lumo_ev=1.1 spin_multiplicity=1 total_energy_ha=-212.4918
C -0.913 -0.029 0.051
C -1.337 1.357 -0.308
C 1.622 -0.508 0.515
C 0.646 -0.608 -0.643
N -1.657 -0.716 0.752
H -2.248 1.604 0.264
H -0.483 1.983 -0.001
H -1.281 1.586 -1.402
H 1.124 -0.496 1.455
H 2.142 0.456 0.240
H 2.271 -1.290 0.443
H 0.540 -1.586 -0.837
H 0.974 -0.080 -1.439
H -1.399 -1.672 0.912



5.
23
Properties=species:S:1:pos:R:3 method="wB97M-V/def2-TZVPD" homo_ev=-2.5 de_lowest_kcal_mol=21.9 e_lumo_ev=3.9 charge=-1 spin_multiplicity=1 total_energy_ha=-459.1416
C -0.536 -0.993 -1.044
C -1.361 -0.205 -0.117
C 1.564 -0.375 -0.485
C -0.944 0.399 1.083
C -2.485 0.582 -0.695
C 1.348 0.919 -0.841
C 2.886 -0.864 0.170
N 0.745 -1.344 -0.729
N -1.499 -1.633 -0.135
O -0.980 -2.353 0.935
H -0.915 -0.955 -2.132
H -0.757 1.383 0.708
H 0.041 0.015 1.445
H -1.742 0.603 1.843
H -2.883 0.264 -1.613
H -2.206 1.572 -0.728
H -3.358 0.500 -0.025
H -0.051 -2.513 0.633
H 0.393 1.378 -1.238
H 2.123 1.595 -0.451
H 2.710 -1.489 1.068
H 3.450 -0.052 0.438
H 3.378 -1.378 -0.624



6.
59
Properties=species:S:1:pos:R:3 method="wB97M-V/def2-TZVPD" smiles="CN1CCN(CCc2nc3cc(NC(=O)COc4ccccc4)ccc3n2C)CC1" homo_ev=-7.8 de_lowest_kcal_mol=14.8 e_lumo_ev=0.7 spin_multiplicity=1 total_energy_ha=-1318.1154
C 7.600 2.557 0.577
N 6.600 2.131 -0.378
C 5.234 2.366 0.047
C 4.733 1.361 1.092
N 4.855 0.013 0.562
C 4.291 -1.006 1.435
H 3.509 -0.557 2.051
C 3.664 -2.159 0.631
C 2.292 -1.820 0.165
N 1.216 -2.175 0.812
C 0.162 -1.678 0.094
C -1.203 -1.769 0.332
C -2.048 -1.165 -0.583
C -1.546 -0.490 -1.708
C -0.194 -0.396 -1.955
C 0.660 -0.995 -1.042
N 2.026 -1.096 -0.965
C 2.976 -0.556 -1.897
H 2.534 0.304 -2.399
H 3.864 -0.238 -1.349
H 3.249 -1.300 -2.651
H 0.173 0.124 -2.827
H -2.244 -0.033 -2.396
N -3.444 -1.194 -0.445
C -4.198 -1.672 0.569
O -3.802 -2.231 1.568
C -5.701 -1.458 0.320
O -6.001 -0.386 -0.543
C -5.799 0.893 -0.087
C -6.230 1.910 -0.938
C -6.062 3.231 -0.580
C -5.463 3.557 0.627
C -5.033 2.547 1.468
C -5.193 1.216 1.120
H -4.837 0.449 1.790
H -4.561 2.790 2.409
H -5.333 4.591 0.908
H -6.402 4.011 -1.245
H -6.696 1.636 -1.872
H -6.092 -2.350 -0.180
H -6.207 -1.357 1.287
H -3.956 -0.750 -1.199
H -1.585 -2.286 1.195
H 3.572 -3.028 1.282
H 4.303 -2.413 -0.215
H 5.058 -1.412 2.114
C 6.242 -0.264 0.223
C 6.739 0.755 -0.810
H 7.787 0.560 -1.047
H 6.151 0.643 -1.728
H 6.309 -1.269 -0.200
H 6.886 -0.232 1.120
H 3.679 1.557 1.302
H 5.299 1.482 2.032
H 5.154 3.381 0.441
H 4.601 2.289 -0.843
H 8.585 2.419 0.132
H 7.576 2.021 1.536
H 7.459 3.619 0.775



7.
8
Properties=species:S:1:pos:R:3 method="wB97M-V/def2-TZVPD" smiles="O=C=S.C=N" homo_ev=-10.3 de_lowest_kcal_mol=17.3 e_lumo_ev=0.6 spin_multiplicity=1 total_energy_ha=-606.1598
C 3.531 -0.577 -0.016
C -0.228 0.283 -1.035
N -0.694 -0.193 0.056
O 3.949 -1.639 -0.086
S 3.169 0.919 0.020
H -0.563 -0.039 -2.043
H -0.036 1.345 -0.896
H -0.959 -1.165 -0.067



Repeat the first record exactly.
43
Properties=species:S:1:pos:R:3 method="wB97M-V/def2-TZVPD" homo_ev=-3.2 de_lowest_kcal_mol=0.0 e_lumo_ev=2.4 charge=-1 spin_multiplicity=1 total_energy_ha=-1178.1033
C 1.110 2.516 4.928
O 0.672 1.688 3.817
C 1.656 1.420 2.932
N 1.018 0.745 1.832
N 1.882 0.405 0.928
C 1.548 -0.441 0.003
C 2.755 -0.773 -0.839
C 0.176 -0.923 -0.266
C 0.068 -2.426 -0.678
O 0.792 -2.916 -1.582
N -0.843 -3.264 -0.169
C -1.330 -4.386 -0.927
C -1.553 -3.050 1.087
O 2.828 1.713 3.087
H 0.214 2.721 5.523
H 1.861 1.982 5.528
H 1.559 3.453 4.579
H 2.562 -1.620 -1.499
H 3.044 0.106 -1.388
H 3.635 -1.020 -0.225
H -0.489 -0.628 0.546
H -0.732 -4.475 -1.821
H -1.248 -5.290 -0.311
H -2.399 -4.237 -1.168
H -0.884 -2.673 1.891
H -2.397 -2.325 1.012
H -1.978 -4.011 1.431
C -0.505 -0.292 -1.486
N -1.926 -0.821 -1.528
O -2.303 -1.675 -2.389
O -2.752 -0.360 -0.688
C -0.576 1.209 -1.727
C -1.348 1.979 -0.878
C -1.301 3.397 -0.878
C -0.516 4.030 -1.813
C 0.213 3.317 -2.781
C 0.141 1.937 -2.741
H 0.137 -0.750 -2.228
H -1.962 1.468 -0.181
H -1.892 3.939 -0.144
H -0.449 5.119 -1.802
H 0.831 3.858 -3.497
H 0.679 1.355 -3.492